Record 1
Molecular formula: C5H14N2
Method: DFT, the ωB97M-V functional and the def2-TZVPD basis

The calculation puts the LUMO energy at 1.03 eV. As for the energy relative to the best compared isomer or geometry (same formula, charge and spin): 53.9 kJ/mol. The value obtained for the HOMO energy is -9.4 eV. As for the SMILES: C[C@H](N)CCCN. The calculation puts the energy at -8392.0602 eV. As for the max |F|: 1.55 eV Å⁻¹. The calculation puts the gap between HOMO and LUMO at 10.420 eV.

```
! RIJCOSX wB97M-V def2-TZVPD def2/J DEFGRID3
* xyz 0 1
N 2.41 -0.17 1.12
N -1.98 0.96 1.11
C -1.02 0.11 0.42
C 1.11 0.03 -1.10
C -0.06 0.85 -0.50
C 1.84 -0.83 -0.04
C -1.87 -0.91 -0.40
H 2.58 -1.50 -0.49
H 1.06 -1.53 0.29
H 1.68 -0.05 1.83
H -1.50 1.73 1.56
H 0.63 -0.65 -1.81
H -2.44 -1.44 0.35
H 1.87 0.61 -1.62
H 2.71 0.76 0.90
H -2.44 -0.37 -1.14
H 0.42 1.69 0.02
H -1.22 -1.62 -0.91
H -0.68 1.31 -1.27
H -2.58 1.46 0.48
H -0.51 -0.43 1.22
*
```

=====

Record 2
Molecular formula: C13H25Br10Cl3O2Sr2
Method: DFT, the ωB97M-V functional and the def2-TZVPD basis

The calculation puts the LUMO energy (alpha / beta) at -3.61 / -4.34 eV. As for the energy relative to the best compared isomer or geometry (same formula, charge and spin): 45.8 kJ/mol. The value obtained for the HOMO energy (alpha / beta) is -8.8 / -10.7 eV. The calculation puts the energy at -757638.0695 eV. As for the max |F|: 3.24 eV Å⁻¹. The calculation puts the gap between HOMO and LUMO (alpha / beta) at 5.208 / 6.386 eV.

```
! RIJCOSX wB97M-V def2-TZVPD def2/J DEFGRID3
* xyz 1 2
Sr -0.90 -5.06 0.25
Sr 1.44 -2.75 2.25
Br 0.82 -4.07 -7.00
Br -1.05 -1.08 3.60
Br -2.90 -2.07 -3.21
Br 5.33 2.10 4.40
Br -2.68 -3.94 2.55
Br 2.64 -0.26 4.70
Br -2.93 2.53 -2.06
Br 3.10 -2.44 -4.47
Br -3.36 2.21 1.36
Br 0.72 4.40 2.41
Cl 5.68 1.93 -1.41
Cl 3.16 1.10 -2.53
Cl 3.18 3.47 -0.90
O 1.98 -0.63 1.13
O -0.09 -2.71 0.09
C 3.72 2.14 3.28
C 2.39 1.58 3.89
C -3.66 -2.21 2.88
C -3.23 0.52 -1.92
C 1.12 -2.88 -4.41
C -2.70 -1.00 2.51
C -2.61 -0.16 -3.15
C -0.93 3.67 1.47
C 0.30 -1.46 -0.60
C -1.63 2.49 2.30
C 0.96 -0.25 0.16
C 0.39 -2.60 -5.67
C 3.91 1.87 -1.19
H 3.98 1.68 2.32
H 1.95 2.25 4.62
H -4.31 0.43 -1.91
H -4.57 -2.14 2.28
H -0.65 -2.66 -5.36
H -3.94 -2.18 3.93
H -0.94 1.64 2.31
H 0.96 -1.72 -1.43
H -1.75 2.68 3.36
H -1.57 0.16 -3.14
H 0.82 -2.26 -3.57
H 1.02 -3.92 -4.08
H 1.63 1.52 3.11
H 3.66 1.24 -0.34
H -0.57 3.40 0.48
H -0.58 -1.03 -1.07
H -2.55 -0.87 1.44
H -2.83 0.08 -1.00
H 0.16 0.21 0.74
H -1.50 4.58 1.30
H 1.32 0.53 -0.52
H -3.14 -0.04 2.76
H 0.68 -1.60 -6.01
H 3.55 3.19 3.08
H -3.00 0.36 -4.03
*
```

=====

Record 3
Molecular formula: CH5OS
Method: DFT, the ωB97M-V functional and the def2-TZVPD basis

The calculation puts the LUMO energy at 4.48 eV. As for the energy relative to the best compared isomer or geometry (same formula, charge and spin): 54.4 kJ/mol. The value obtained for the HOMO energy is -2.3 eV. The calculation puts the energy at -14001.2415 eV. As for the max |F|: 1.82 eV Å⁻¹. The calculation puts the gap between HOMO and LUMO at 6.735 eV.

```
! RIJCOSX wB97M-V def2-TZVPD def2/J DEFGRID3
* xyz -1 1
S -0.32 -1.09 0.35
O 0.25 1.28 -1.83
C 0.31 0.47 1.26
H 0.26 1.32 -0.89
H 0.52 0.38 2.30
H -0.65 0.89 -1.91
H 1.28 0.57 0.80
H -0.35 1.35 1.10
*
```

=====

Record 4
Molecular formula: C7H12N2
Method: DFT, the ωB97M-V functional and the def2-TZVPD basis

The calculation puts the LUMO energy at -0.36 eV. As for the energy relative to the best compared isomer or geometry (same formula, charge and spin): 1090.4 kJ/mol. The value obtained for the HOMO energy is -8.5 eV. The calculation puts the energy at -10422.1759 eV. As for the max |F|: 7.04 eV Å⁻¹. The calculation puts the gap between HOMO and LUMO at 8.120 eV.

```
! RIJCOSX wB97M-V def2-TZVPD def2/J DEFGRID3
* xyz 0 1
N 0.18 -0.30 -2.05
N 0.55 -0.46 1.35
C -1.25 0.00 -0.17
C -0.79 1.28 0.53
C 1.02 -0.80 -0.04
C 0.97 -1.99 1.02
C -0.17 -0.69 -0.80
C 0.51 2.01 0.07
C -0.84 0.00 1.26
H 0.35 2.66 -0.71
H 2.11 -0.56 -0.36
H 0.24 -2.88 0.70
H -2.15 -0.44 -0.76
H -1.54 2.12 0.98
H -1.34 0.17 2.30
H -0.66 -1.67 -0.89
H 1.20 1.26 -0.27
H 1.89 -1.97 1.66
H 0.70 2.66 0.99
H -0.51 1.09 -1.83
H -0.46 -1.47 -2.96
*
```

=====

Repeat the fourth record exactly.
Molecular formula: C7H12N2
Method: DFT, the ωB97M-V functional and the def2-TZVPD basis

The calculation puts the LUMO energy at -0.36 eV. As for the energy relative to the best compared isomer or geometry (same formula, charge and spin): 1090.4 kJ/mol. The value obtained for the HOMO energy is -8.5 eV. The calculation puts the energy at -10422.1759 eV. As for the max |F|: 7.04 eV Å⁻¹. The calculation puts the gap between HOMO and LUMO at 8.120 eV.

```
! RIJCOSX wB97M-V def2-TZVPD def2/J DEFGRID3
* xyz 0 1
N 0.18 -0.30 -2.05
N 0.55 -0.46 1.35
C -1.25 0.00 -0.17
C -0.79 1.28 0.53
C 1.02 -0.80 -0.04
C 0.97 -1.99 1.02
C -0.17 -0.69 -0.80
C 0.51 2.01 0.07
C -0.84 0.00 1.26
H 0.35 2.66 -0.71
H 2.11 -0.56 -0.36
H 0.24 -2.88 0.70
H -2.15 -0.44 -0.76
H -1.54 2.12 0.98
H -1.34 0.17 2.30
H -0.66 -1.67 -0.89
H 1.20 1.26 -0.27
H 1.89 -1.97 1.66
H 0.70 2.66 0.99
H -0.51 1.09 -1.83
H -0.46 -1.47 -2.96
*
```

=====

Q: Which of these has the lowest energy relative to the best compared isomer or geometry (same formula, charge and spin)?
A: C13H25Br10Cl3O2Sr2

=====

Q: The highest energy belongs to which entry?
A: C5H14N2